{
  "formula": "C45H35N6O4S2Y",
  "method": "ωB97M-V/def2-TZVPD",
  "elements": ["Y", "O", "C", "N", "C", "O", "C", "C", "C", "C", "C", "N", "C", "C", "C", "C", "C", "N", "H", "H", "H", "H", "H", "H", "H", "H", "C", "C", "C", "C", "C", "C", "N", "N", "C", "C", "C", "C", "C", "C", "H", "H", "H", "H", "H", "H", "H", "H", "H", "S", "C", "C", "C", "C", "C", "C", "S", "H", "H", "H", "H", "C", "C", "C", "C", "C", "C", "N", "C", "C", "C", "C", "C", "C", "C", "O", "O", "C", "C", "H", "H", "H", "H", "H", "H", "H", "H", "H", "H", "H", "H", "H", "H"],
  "coordinates": [[1.65031, -1.16056, 0.60891], [4.15123, -4.09401, -1.49372], [3.37814, -3.19015, -1.24510], [2.36862, -3.20919, -0.31146], [1.67730, -4.34957, -0.10100], [1.57699, -5.34174, -0.80633], [0.92115, -4.33043, 1.21982], [0.04204, -5.36041, 1.52180], [-0.49900, -5.40273, 2.79349], [-0.13016, -4.43389, 3.71463], [0.71650, -3.41560, 3.30996], [1.21512, -3.34880, 2.07354], [3.45415, -1.89268, -2.02588], [4.43266, -1.73200, -2.98565], [4.32314, -0.63252, -3.82917], [3.26018, 0.23868, -3.67162], [2.36642, 0.03062, -2.62589], [2.47549, -1.01221, -1.81515], [-0.15914, -6.09896, 0.76006], [-1.19090, -6.18986, 3.06935], [-0.51202, -4.43509, 4.72603], [0.99472, -2.61229, 3.97836], [5.20982, -2.47547, -3.07336], [5.05754, -0.46463, -4.60851], [3.13250, 1.10410, -4.30604], [1.55917, 0.72537, -2.42553], [6.09796, -1.19997, 4.29743], [5.10745, -2.06602, 3.83730], [4.32924, -1.74698, 2.74422], [4.47885, -0.51650, 2.05788], [5.49676, 0.34694, 2.52909], [6.27827, -0.00018, 3.61528], [3.64756, -0.20712, 1.02839], [4.15610, 0.82375, 0.19163], [3.26431, 1.68110, -0.25049], [3.65935, 2.52839, -1.35496], [2.75036, 3.23878, -2.08191], [1.37370, 3.23872, -1.75136], [1.00730, 2.63508, -0.56108], [1.90843, 1.91839, 0.22246], [6.71356, -1.45726, 5.15075], [4.95406, -3.02292, 4.32658], [3.61129, -2.47741, 2.37967], [5.64153, 1.28405, 2.01115], [7.04835, 0.69239, 3.94330], [4.70701, 2.49493, -1.63041], [3.09212, 3.80469, -2.94496], [0.64693, 3.75762, -2.36160], [-0.00554, 2.75400, -0.19591], [1.72495, 1.74648, 1.99972], [-0.00128, 2.04448, 2.25053], [-0.51395, 3.33819, 2.20986], [-1.85987, 3.58722, 2.42152], [-2.70461, 2.51370, 2.69212], [-2.20336, 1.22744, 2.75700], [-0.84134, 0.95718, 2.54877], [-0.25092, -0.67977, 2.71622], [0.16749, 4.15097, 1.98722], [-2.24422, 4.59912, 2.37746], [-3.76462, 2.68061, 2.85183], [-2.86404, 0.39439, 2.95748], [-4.52597, 4.45748, -1.04132], [-4.73835, 3.34336, -2.03165], [-5.67308, 3.49746, -3.05034], [-5.88199, 2.49621, -3.98517], [-5.17287, 1.31104, -3.88228], [-4.24589, 1.13233, -2.86302], [-3.56121, -0.11449, -2.76931], [-3.68359, -0.83364, -1.57745], [-4.94641, -0.97244, -0.99074], [-5.10059, -1.65514, 0.20120], [-3.99813, -2.20953, 0.84180], [-2.74575, -2.06188, 0.27036], [-2.56704, -1.39269, -0.93625], [-1.15638, -1.16042, -1.45381], [-0.97151, -0.90619, -2.64766], [-0.25379, -1.20641, -0.55212], [-3.99260, 2.16203, -1.94337], [-2.91957, 2.00820, -0.90414], [-5.28825, 5.22805, -1.16213], [-3.54813, 4.92753, -1.16876], [-4.56307, 4.09359, -0.01324], [-6.24010, 4.42005, -3.10972], [-6.60613, 2.63208, -4.77949], [-5.33383, 0.49334, -4.57273], [-2.61166, -0.15693, -3.13994], [-5.80325, -0.53497, -1.48843], [-6.09065, -1.74832, 0.63441], [-4.10591, -2.72038, 1.78992], [-1.86468, -2.40744, 0.79174], [-3.27088, 1.48374, -0.01270], [-2.54171, 2.97571, -0.57979], [-2.07815, 1.43822, -1.29760]],
  "atomic_forces_ev_per_a": [[-0.81, 0.54, 0.16], [0.03, 0.04, 0.03], [-0.03, 0.02, -0.13], [0.16, -0.16, -0.14], [-0.07, -0.06, 0.17], [0.04, 0.03, -0.03], [0.09, -0.08, -0.17], [0.12, 0.06, 0.10], [-0.03, -0.04, -0.01], [0.04, 0.07, 0.01], [0.00, -0.08, -0.02], [-0.10, 0.08, -0.04], [0.10, -0.42, 0.14], [-0.25, 0.22, -0.19], [0.01, -0.02, 0.03], [-0.04, -0.04, 0.07], [0.12, 0.02, -0.07], [0.08, 0.06, 0.25], [-0.01, -0.01, 0.00], [0.00, 0.01, 0.01], [-0.01, -0.02, 0.01], [-0.01, 0.01, 0.01], [0.01, -0.02, 0.00], [0.00, 0.01, 0.00], [0.02, 0.00, -0.02], [-0.01, -0.02, -0.03], [0.01, 0.01, 0.00], [0.01, -0.04, 0.04], [-0.07, -0.04, -0.02], [-0.08, 0.01, 0.08], [0.00, -0.02, -0.10], [0.04, 0.01, 0.03], [0.63, 0.13, -0.16], [-0.16, -0.10, 0.07], [0.25, 0.12, -0.16], [-0.11, 0.01, 0.02], [-0.03, 0.03, -0.03], [0.12, 0.00, -0.01], [-0.13, 0.00, 0.00], [0.16, -0.17, -0.05], [0.00, -0.01, 0.00], [0.00, 0.00, 0.01], [0.00, 0.03, 0.00], [0.01, 0.00, 0.01], [0.00, -0.01, 0.02], [0.03, 0.03, -0.01], [0.00, 0.01, 0.01], [-0.03, 0.01, 0.00], [-0.04, 0.00, -0.03], [-0.08, -0.13, 0.07], [-0.06, -0.03, 0.00], [0.06, 0.06, -0.03], [-0.04, -0.03, 0.04], [0.02, 0.03, 0.02], [-0.03, 0.05, -0.02], [0.06, -0.10, -0.04], [-0.17, -0.11, 0.05], [0.00, 0.01, 0.01], [0.00, 0.01, -0.01], [-0.01, 0.01, 0.00], [-0.01, -0.04, 0.02], [0.00, 0.05, 0.04], [0.00, 0.00, 0.00], [-0.02, 0.00, -0.01], [-0.02, 0.00, -0.01], [-0.01, -0.02, 0.03], [0.07, -0.01, -0.02], [-0.11, -0.04, -0.10], [0.04, 0.02, -0.03], [0.03, -0.01, -0.02], [0.00, -0.02, 0.04], [-0.06, 0.01, -0.03], [0.03, 0.05, 0.01], [0.15, 0.02, -0.02], [-0.06, 0.07, 0.33], [-0.02, 0.08, -0.06], [0.08, -0.12, -0.16], [-0.03, 0.01, -0.05], [0.09, -0.01, -0.02], [0.00, 0.01, 0.00], [0.01, 0.00, -0.01], [-0.01, -0.01, 0.00], [-0.01, 0.01, 0.00], [-0.01, 0.00, 0.00], [0.00, -0.01, -0.02], [0.02, 0.03, 0.11], [-0.01, 0.03, 0.00], [0.01, 0.00, 0.01], [0.00, -0.01, 0.01], [0.04, -0.04, 0.01], [-0.04, -0.02, 0.00], [0.03, 0.00, 0.02], [0.02, -0.01, 0.00]],
  "lowdin_charge": [1.40, 0.08, -0.43, 0.02, -0.46, 0.06, -0.19, 0.00, -0.06, -0.06, -0.21, 0.03, -0.19, 0.00, -0.06, -0.05, -0.11, 0.07, 0.11, 0.10, 0.10, 0.07, 0.11, 0.10, 0.10, 0.10, -0.16, -0.14, -0.06, -0.33, -0.05, -0.14, -0.24, 0.00, -0.42, -0.09, -0.17, -0.16, -0.16, -0.48, 0.07, 0.09, 0.07, 0.08, 0.08, 0.09, 0.08, 0.07, 0.08, 0.95, -0.56, -0.13, -0.13, -0.13, -0.14, -0.69, 0.56, 0.10, 0.09, 0.09, 0.09, -0.05, -0.23, -0.07, -0.11, -0.04, -0.21, 0.08, -0.22, -0.04, -0.11, -0.10, -0.03, -0.06, -0.57, 0.02, -0.19, -0.14, 0.00, 0.07, 0.08, 0.08, 0.10, 0.09, 0.11, 0.11, 0.11, 0.09, 0.09, 0.08, 0.09, 0.07, 0.09],
  "multiplicity": 1,
  "gap_ev": 4.575,
  "e_tot_ha": -3200.30904,
  "total_charge": -2,
  "homo_ev": -0.512,
  "de_lowest_kj_mol": 108.10
}